Entry 1:
The following is a quantum chemistry calculation of a molecular structure, C26H29BrN6O4Ti, from OMol25.

The energy above the lowest of the compared OMol25 structures with the same formula, charge and spin is 12.5 kcal per mole. As for the LUMO energy: -7.6 eV. Its HOMO-LUMO gap is 5.35 eV. The value obtained for the strongest force on any atom is 0.0119 Eh/bohr. As for the net charge: +2.

Each line ends with the natural charge from an NBO analysis.
Element x y z (Å)
Ti  -0.67  -0.50  -0.37  1.87
Br  -5.01  5.91  -2.38  0.11
C  -3.97  5.07  -3.70  -0.08
C  -4.30  3.79  -4.11  -0.22
C  -3.52  3.15  -5.06  -0.24
C  -2.41  3.81  -5.59  0.10
C  -2.13  5.12  -5.23  -0.22
C  -2.89  5.74  -4.26  -0.22
N  -1.57  3.23  -6.60  -0.07
N  -1.08  2.11  -6.47  -0.11
C  -1.25  1.32  -5.29  0.11
C  -1.75  0.04  -5.41  -0.21
C  -1.84  -0.82  -4.30  -0.16
C  -1.39  -0.38  -3.09  0.23
O  -1.38  -1.09  -1.92  -0.62
C  -0.81  0.89  -2.96  0.12
N  -0.31  1.17  -1.72  -0.54
C  0.30  2.34  -1.54  0.12
C  0.43  3.27  -2.57  -0.25
C  -0.06  2.99  -3.82  -0.06
C  -0.71  1.76  -4.05  -0.04
H  -5.18  3.30  -3.71  0.24
H  -3.79  2.17  -5.41  0.23
H  -1.32  5.64  -5.72  0.24
H  -2.67  6.76  -3.95  0.25
H  -2.10  -0.29  -6.37  0.26
H  -2.26  -1.81  -4.40  0.25
H  0.72  2.53  -0.56  0.22
H  0.95  4.21  -2.37  0.26
H  0.07  3.69  -4.63  0.25
C  -1.75  2.26  3.23  -0.63
C  -0.60  1.29  3.01  0.15
C  0.75  1.88  3.39  -0.64
O  -0.85  0.04  3.66  -0.71
C  -0.58  0.78  1.58  0.84
O  -1.69  0.47  0.98  -0.66
O  0.48  0.52  0.93  -0.63
H  -1.78  2.54  4.28  0.25
H  -2.70  1.79  2.96  0.24
H  -1.62  3.17  2.64  0.23
H  0.72  2.15  4.45  0.24
H  0.95  2.79  2.83  0.24
H  1.55  1.17  3.23  0.24
H  -0.40  0.04  4.52  0.50
C  -3.83  -4.53  0.74  -0.43
C  -3.94  -3.13  1.32  -0.22
N  -2.71  -2.40  1.01  -0.58
C  -1.52  -3.01  0.86  0.68
N  -0.46  -2.21  0.55  -0.67
C  0.89  -2.79  0.49  -0.24
C  0.99  -4.00  1.39  -0.42
C  -0.09  -4.98  0.98  -0.21
N  -1.40  -4.32  1.00  -0.36
C  -2.57  -5.18  1.26  -0.21
H  -3.82  -4.48  -0.35  0.22
H  -4.70  -5.12  1.04  0.26
H  -4.09  -3.16  2.40  0.21
H  -4.78  -2.58  0.88  0.24
H  -2.67  -1.43  1.30  0.43
H  1.61  -2.02  0.80  0.23
H  1.13  -3.08  -0.53  0.21
H  0.86  -3.71  2.44  0.23
H  1.97  -4.47  1.29  0.26
H  -0.15  -5.81  1.69  0.24
H  0.10  -5.40  -0.01  0.22
H  -2.63  -5.38  2.33  0.22
H  -2.38  -6.12  0.75  0.24

Entry 2:
The following is a quantum chemistry calculation of 2 unconnected molecules or ions with the total composition C26H29ClFN8O4S2 in a non-equilibrium geometry, from OMol25.

The energy above the lowest of the compared OMol25 structures with the same formula, charge and spin is 1.1 kcal per mole. As for the LUMO energy: -3.1 eV. Its HOMO-LUMO gap is 7.14 eV. The value obtained for the strongest force on any atom is 0.0500 Eh/bohr. As for the net charge: +1.

Each line ends with the Mulliken charge.
Element x y z (Å)
O  1.94  -1.25  -3.96  -0.57
O  -3.35  8.14  0.48  -0.63
O  -7.02  5.34  -1.09  -0.69
F  4.83  -10.56  -0.70  -0.31
Cl  4.46  -2.61  -3.09  -0.15
N  4.14  -5.71  5.29  -0.64
N  4.44  -6.87  4.62  -0.41
O  0.12  -0.93  -2.69  -0.52
S  3.35  -3.17  4.85  -0.26
S  1.16  -2.40  -0.29  -0.38
C  1.37  -1.40  -2.90  0.76
C  -4.34  7.60  0.95  0.71
C  -6.15  5.88  -1.76  0.02
C  3.79  -4.81  4.41  0.46
C  4.25  -6.66  3.34  0.28
C  2.02  -2.11  -1.81  0.63
C  3.28  -2.67  -1.80  -0.37
C  -1.10  1.93  -0.55  0.86
C  3.61  -8.75  0.25  -0.55
C  5.62  -9.55  1.31  -0.47
C  3.46  -7.78  1.25  -0.19
C  5.48  -8.59  2.32  -0.53
C  4.73  -4.09  -0.23  -1.15
C  4.81  -4.73  1.00  -0.21
C  2.60  -3.94  1.60  0.12
C  4.69  -9.63  0.27  0.28
C  2.51  -3.31  0.35  0.24
C  4.40  -7.69  2.29  0.21
C  3.57  -3.38  -0.55  0.37
C  3.76  -4.66  1.93  -0.69
N  -1.36  0.92  0.24  -0.31
N  3.85  -5.35  3.14  0.34
N  -6.36  6.10  -3.06  -0.13
N  -1.58  3.13  -0.28  -0.10
N  -5.04  6.67  0.30  -0.19
N  -0.36  1.70  -1.59  -0.20
C  -4.83  7.99  2.33  -1.28
C  -5.44  6.73  -4.02  -0.77
C  -1.39  4.35  -1.10  -1.01
C  -2.40  5.44  -0.76  -0.71
C  -3.83  5.07  -1.18  -0.46
C  -4.82  6.26  -1.10  -0.06
H  -0.17  -0.70  -3.60  0.33
H  3.63  -3.36  6.16  0.20
H  2.88  -8.83  -0.55  0.42
H  6.46  -10.24  1.33  0.41
H  2.61  -7.11  1.21  0.45
H  6.20  -8.54  3.13  0.44
H  5.55  -4.15  -0.94  0.37
H  5.71  -5.29  1.25  0.49
H  1.78  -3.89  2.30  0.59
H  -1.93  1.05  1.06  0.19
H  -1.01  0.01  0.01  0.11
H  -7.26  5.81  -3.40  0.30
H  -2.12  3.24  0.56  0.25
H  -5.87  6.30  0.76  0.27
H  -0.10  2.47  -2.19  0.19
H  -0.03  0.76  -1.79  0.11
H  -4.83  7.11  2.98  0.34
H  -5.83  8.40  2.26  0.35
H  -4.16  8.74  2.74  0.33
H  -5.29  7.78  -3.76  0.29
H  -4.48  6.21  -4.02  0.20
H  -5.87  6.67  -5.02  0.33
H  -1.48  4.11  -2.16  0.50
H  -0.38  4.74  -0.92  0.38
H  -2.11  6.35  -1.29  0.37
H  -2.37  5.64  0.31  0.33
H  -4.20  4.26  -0.55  0.16
H  -3.81  4.72  -2.21  0.29
H  -4.41  7.10  -1.64  0.65

Entry 3:
The following is a quantum chemistry calculation of a molecular structure, C26H29IrN2P2, from OMol25.

The energy above the lowest of the compared OMol25 structures with the same formula, charge and spin is 0.0 kcal per mole. As for the LUMO energy (alpha / beta): -10.3 / -12.1 eV. Its HOMO-LUMO gap (alpha / beta) is 6.64 / 5.55 eV. As for the spin multiplicity: 2. The value obtained for the strongest force on any atom is 0.0022 Eh/bohr. As for the net charge: +3.

Each line ends with the Mulliken spin population.
Element x y z (Å)
Ir  -0.90  -0.91  -0.28  0.10
C  -0.38  3.63  -0.36  0.01
C  0.84  2.97  -0.21  0.00
C  0.89  1.73  0.37  0.03
C  -0.31  1.12  0.83  0.03
C  -1.55  1.80  0.66  -0.01
C  -1.58  3.03  0.04  0.00
P  -0.25  -0.23  2.00  0.30
C  -0.76  0.01  3.64  0.06
C  -0.80  -1.11  4.49  0.05
C  -1.19  -0.95  5.80  -0.02
C  -1.55  0.32  6.26  0.08
C  -1.53  1.43  5.41  -0.01
C  -1.14  1.29  4.10  0.04
C  1.13  -1.25  1.56  0.10
C  2.22  -1.73  2.28  0.00
C  3.13  -2.52  1.60  0.02
C  2.93  -2.83  0.25  0.05
C  1.82  -2.37  -0.46  -0.02
C  0.90  -1.58  0.21  0.01
H  -0.40  4.62  -0.79  0.00
H  1.76  3.45  -0.55  0.00
H  1.83  1.22  0.52  0.00
H  -2.47  1.36  1.05  0.00
H  -2.52  3.56  -0.09  0.00
H  -0.53  -2.10  4.12  0.00
H  -1.22  -1.80  6.47  0.00
H  -1.86  0.44  7.29  0.00
H  -1.80  2.40  5.79  0.00
H  -1.10  2.15  3.45  0.00
H  2.36  -1.48  3.32  0.00
H  4.01  -2.89  2.11  0.00
H  3.66  -3.45  -0.26  0.00
H  1.69  -2.66  -1.49  0.00
C  -0.36  -1.81  -3.61  0.02
P  -0.74  -0.40  -2.54  0.07
C  -2.40  0.12  -3.02  0.00
C  0.43  0.87  -2.98  0.01
C  1.80  0.60  -2.89  0.01
C  2.72  1.53  -3.31  0.00
C  2.29  2.75  -3.83  0.01
C  0.93  3.04  -3.91  0.00
C  0.00  2.10  -3.48  0.00
H  0.67  -2.13  -3.49  0.00
H  -0.48  -1.47  -4.64  0.01
H  -1.04  -2.65  -3.46  0.00
H  -2.39  0.44  -4.07  0.00
H  -2.76  0.95  -2.41  0.00
H  -3.09  -0.71  -2.93  0.00
H  2.15  -0.35  -2.50  0.00
H  3.78  1.31  -3.26  0.00
H  3.01  3.48  -4.18  0.00
H  0.60  3.98  -4.32  0.00
H  -1.06  2.33  -3.57  0.00
N  -1.59  -3.49  0.66  0.02
N  -1.53  -2.84  -0.63  0.00
H  -0.65  -3.77  0.91  0.00
H  -2.17  -4.33  0.60  0.00
H  -2.49  -2.85  -1.00  0.00
H  -0.96  -3.37  -1.29  0.00